No. 1
The following is a DFT calculation (wB97M-V/def2-TZVPD) of C35H58EuN3OP2 as an isolated structure at a distorted geometry.

The geometry in XYZ format:
```
100
Properties=species:S:1:pos:R:3:mulliken_spin:R:1
C -0.58 -2.53 -1.92 -0.008
C 1.65 -2.50 -1.13 0.004
C -0.39 -3.76 -2.56 -0.001
C 1.84 -3.81 -1.65 0.002
C 0.83 -4.43 -2.38 0.000
H -1.21 -4.20 -3.13 0.000
H 2.79 -4.31 -1.47 0.000
H 0.96 -5.43 -2.78 0.000
N 0.40 -1.91 -1.23 -0.019
P -2.58 -0.94 -0.52 0.063
P 2.81 -0.09 -0.10 0.045
C -1.95 -1.83 -2.04 -0.003
H -1.88 -1.07 -2.85 -0.001
H -2.70 -2.58 -2.34 0.002
C -0.05 2.80 1.47 0.028
O -0.23 3.84 1.92 0.003
C 2.74 -1.81 -0.47 -0.015
H 3.57 -2.46 -0.18 0.001
C 3.46 0.83 -1.62 -0.026
C 3.73 0.34 1.55 -0.012
C -3.85 0.49 -0.93 -0.026
C -3.20 -2.32 0.62 -0.018
C 2.97 2.30 -1.58 0.009
H 3.41 2.87 -0.75 0.001
H 3.26 2.80 -2.52 0.000
H 1.88 2.36 -1.49 0.003
C 4.99 0.75 -1.62 0.000
H 5.44 1.32 -0.80 0.000
H 5.33 -0.29 -1.56 0.000
H 5.38 1.17 -2.56 0.000
C 2.89 0.17 -2.89 0.010
H 3.20 0.74 -3.77 0.000
H 3.24 -0.86 -3.00 0.000
H 1.79 0.16 -2.87 0.000
C 3.91 1.87 1.69 0.001
H 2.95 2.40 1.61 0.001
H 4.32 2.10 2.68 0.000
H 4.59 2.31 0.94 0.000
C 2.89 -0.10 2.76 0.012
H 1.96 0.48 2.87 -0.001
H 2.66 -1.17 2.75 0.002
H 3.46 0.09 3.68 0.000
C 5.05 -0.44 1.56 0.000
H 5.71 -0.18 0.73 0.000
H 5.59 -0.24 2.50 0.000
H 4.86 -1.52 1.52 0.000
C -3.47 -1.69 2.01 0.004
H -3.81 -2.47 2.70 0.000
H -2.58 -1.22 2.45 -0.003
H -4.24 -0.91 1.96 0.000
C -2.13 -3.43 0.70 0.007
H -2.19 -4.09 -0.17 0.000
H -1.10 -3.06 0.75 -0.001
H -2.31 -4.05 1.59 0.000
C -4.48 -2.94 0.06 0.000
H -4.66 -3.88 0.61 0.000
H -5.36 -2.31 0.20 0.000
H -4.38 -3.19 -1.01 0.000
C -3.79 0.75 -2.43 0.004
H -4.12 -0.11 -3.03 0.000
H -4.45 1.60 -2.68 0.000
H -2.78 1.02 -2.76 -0.002
C -3.37 1.76 -0.20 0.030
H -2.39 2.11 -0.57 0.000
H -4.08 2.58 -0.39 -0.001
H -3.30 1.64 0.89 -0.003
C -5.28 0.16 -0.50 -0.001
H -5.69 -0.70 -1.04 0.000
H -5.38 -0.01 0.58 0.000
H -5.92 1.03 -0.74 0.000
Eu -0.03 0.21 0.28 6.923
N -0.41 1.36 -1.80 -0.045
C -0.37 1.78 -2.89 0.013
C -0.40 2.58 -4.14 0.008
C 0.72 2.13 -5.07 0.001
C -1.75 2.37 -4.83 0.001
C -0.23 4.05 -3.74 0.002
H 1.71 2.31 -4.62 0.000
H 0.64 1.06 -5.29 0.000
H 0.67 2.69 -6.02 0.000
H -2.57 2.74 -4.20 0.000
H -1.78 2.92 -5.78 0.000
H -1.92 1.31 -5.03 0.000
H -0.29 4.71 -4.62 0.000
H -1.01 4.35 -3.03 0.000
H 0.74 4.22 -3.25 0.000
N -0.09 -1.42 2.50 -0.006
C -0.19 -0.78 3.80 -0.013
C 0.46 -1.35 4.90 -0.001
C 0.33 -0.77 6.16 0.000
C -0.44 0.38 6.33 0.000
C -1.05 0.98 5.23 0.005
C -0.93 0.41 3.95 0.006
H 0.79 -1.94 2.41 0.002
H -0.83 -2.12 2.37 -0.003
H 1.06 -2.25 4.74 0.000
H 0.86 -1.21 7.00 0.000
H -0.51 0.84 7.31 0.000
H -1.60 1.91 5.34 0.000
H -1.41 0.89 3.08 0.013
```

Output
LUMO (spin up / spin down) ... -2.563 / -2.543 eV
Charge ... +1
Frontier orbital gap (spin up / spin down) ... 5.69 / 5.72 eV
⟨S²⟩ ... 15.7605
E_HOMO (spin up / spin down) ... -8.25 / -8.26 eV
2S+1 ... 8
Energy above the lowest of the compared OMol25 structures with the same formula, charge and spin ... 0.0000 eV

No. 2
The following is a DFT calculation (wB97M-V/def2-TZVPD) of a 6-piece molecular cluster, C35H58F7N4O7 overall at a distorted geometry.

The geometry in XYZ format:
```
111
Properties=species:S:1:pos:R:3:mulliken_charge:R:1
C -4.42 -0.21 -1.00 -1.414
C -3.22 0.72 -0.78 -0.318
N -2.75 0.84 0.61 0.454
C -2.34 -0.41 1.22 -1.482
C -0.84 -0.67 1.02 0.594
N -0.53 -2.13 0.77 -0.234
C 0.60 -2.23 -0.05 -0.155
N 1.79 -1.99 0.43 -0.040
C 3.00 -2.14 -0.38 -0.983
C 3.48 -0.75 -0.86 0.191
C 4.10 -0.84 -2.25 -1.582
O 2.36 0.12 -0.91 0.281
C 2.54 1.43 -0.38 -1.253
C 2.13 2.46 -1.41 0.788
C 2.87 3.64 -1.55 -0.500
C 2.50 4.57 -2.51 -0.709
C 1.38 4.32 -3.30 -0.552
C 0.63 3.15 -3.17 -0.807
C 1.00 2.21 -2.21 0.229
N 0.38 -2.55 -1.32 0.192
C -0.90 -2.91 -1.86 0.487
F -1.33 -4.03 -1.30 -0.311
F -1.79 -1.94 -1.69 -0.097
C -0.77 -3.18 -3.39 0.457
F 0.19 -4.07 -3.62 -0.288
F -1.95 -3.70 -3.76 -0.274
C -0.56 -1.90 -4.25 0.647
F -0.11 -2.26 -5.44 -0.264
F -1.69 -1.25 -4.41 -0.235
F 0.32 -1.10 -3.67 -0.163
C -3.47 1.68 1.47 0.843
C -4.74 2.33 1.03 -1.711
O -3.02 1.90 2.57 -0.639
H -4.08 -1.22 -1.20 0.350
H -5.06 -0.28 -0.12 0.428
H -5.00 0.08 -1.87 0.339
H -2.38 0.43 -1.40 -0.153
H -3.49 1.72 -1.10 0.650
H -2.51 -0.37 2.29 0.577
H -2.88 -1.28 0.84 0.366
H -0.33 -0.39 1.94 0.582
H -0.43 -0.04 0.23 -0.367
H -0.23 -2.52 1.66 0.481
H 1.81 -1.19 1.05 0.362
H 3.78 -2.54 0.26 -0.007
H 2.89 -2.84 -1.21 0.453
H 4.26 -0.40 -0.19 0.617
H 4.88 -1.59 -2.30 0.429
H 4.55 0.12 -2.48 0.387
H 3.32 -0.99 -2.99 0.246
H 1.90 1.54 0.50 0.362
H 3.57 1.60 -0.07 0.370
H 3.73 3.77 -0.90 0.438
H 3.09 5.47 -2.64 0.424
H 1.07 5.04 -4.05 0.440
H -0.23 2.95 -3.79 0.473
H 0.44 1.31 -2.07 0.116
H 1.16 -2.56 -1.97 0.271
H -4.50 3.02 0.22 0.475
H -5.13 2.94 1.84 0.416
H -5.48 1.65 0.65 0.491
C -2.63 4.68 3.58 -0.777
C -2.63 6.18 3.39 0.810
O -2.98 6.68 2.35 -0.566
C -2.16 7.02 4.56 -1.120
H -2.98 4.21 2.68 -0.040
H -1.62 4.32 3.80 0.346
H -3.29 4.41 4.41 0.352
H -1.14 6.76 4.82 0.309
H -2.80 6.85 5.42 0.310
H -2.21 8.07 4.29 0.314
C 6.85 2.57 -5.53 -1.200
C 5.47 3.03 -5.11 0.833
O 5.19 3.19 -3.94 -0.492
C 4.47 3.28 -6.20 -0.946
H 7.47 2.43 -4.65 0.301
H 6.77 1.63 -6.08 0.332
H 7.31 3.32 -6.18 0.361
H 4.30 2.36 -6.77 0.320
H 4.83 4.05 -6.88 0.347
H 3.52 3.60 -5.76 0.160
C 4.67 -3.80 3.54 -0.873
C 5.58 -3.97 2.36 0.892
O 5.33 -3.48 1.27 -0.593
C 6.82 -4.79 2.56 -1.170
H 3.81 -3.19 3.26 0.104
H 4.32 -4.77 3.88 0.258
H 5.21 -3.30 4.35 0.379
H 6.55 -5.80 2.88 0.324
H 7.44 -4.34 3.34 0.336
H 7.39 -4.84 1.64 0.321
C 1.71 -7.82 4.36 -1.089
C 1.68 -6.39 4.83 0.801
O 2.67 -5.69 4.82 -0.556
C 0.35 -5.86 5.31 -1.116
H 2.72 -8.08 4.04 0.285
H 1.41 -8.48 5.17 0.341
H 1.03 -7.96 3.52 0.328
H 0.00 -6.45 6.16 0.355
H -0.39 -5.92 4.51 0.325
H 0.46 -4.82 5.62 0.278
C -9.75 2.72 -0.31 -1.148
C -8.77 1.89 0.48 0.742
O -7.58 1.97 0.29 -0.474
C -9.35 0.95 1.51 -1.088
H -9.22 3.34 -1.02 0.284
H -10.44 2.07 -0.86 0.343
H -10.33 3.35 0.36 0.347
H -10.01 0.23 1.04 0.340
H -9.91 1.52 2.26 0.337
H -8.54 0.42 2.01 0.270
```

Output
LUMO ... -2.721 eV
Charge ... +1
Frontier orbital gap ... 7.86 eV
E_HOMO ... -10.58 eV

No. 3
The following is a DFT calculation (wB97M-V/def2-TZVPD) of C35H58OOsP2 as an isolated structure at a distorted geometry.

The geometry in XYZ format:
```
97
Properties=species:S:1:pos:R:3:mulliken_spin:R:1
Os -0.24 -0.63 -0.83 0.498
C -1.69 -1.23 0.60 0.066
C -1.26 -2.34 -0.21 0.000
C 0.60 -1.50 0.90 -0.058
C -0.54 -0.70 1.28 0.276
C 0.15 -2.50 -0.03 0.036
C -3.10 -0.73 0.73 -0.038
H -3.63 -0.84 -0.22 0.000
H -3.11 0.33 1.00 -0.001
H -3.65 -1.29 1.49 0.000
C -0.51 0.47 2.20 -0.033
H -1.44 1.05 2.13 -0.004
H 0.32 1.13 1.94 0.006
H -0.36 0.17 3.25 0.007
C 1.98 -1.36 1.46 0.021
H 2.06 -1.73 2.49 0.000
H 2.26 -0.30 1.46 -0.002
H 2.70 -1.90 0.84 0.001
C 0.99 -3.62 -0.57 -0.026
H 1.02 -4.45 0.14 0.000
H 2.02 -3.29 -0.74 0.002
H 0.58 -3.99 -1.51 0.002
C -2.17 -3.24 -1.00 -0.001
H -2.66 -3.98 -0.34 0.000
H -1.59 -3.78 -1.75 0.003
H -2.95 -2.65 -1.49 0.000
C -0.58 1.87 -1.13 0.144
C -1.78 1.24 -1.46 0.113
C -2.15 0.78 -2.84 -0.063
C -1.54 -0.54 -3.39 0.063
C -0.15 -0.95 -2.95 0.050
C 1.09 -0.26 -2.69 0.277
C 1.53 1.17 -2.46 0.422
C 0.47 2.24 -2.13 -0.082
H -1.96 1.61 -3.56 0.010
H -1.59 -0.56 -4.49 0.004
H -3.24 0.62 -2.84 -0.004
H 0.00 2.57 -3.08 0.003
H -0.46 2.34 -0.15 -0.007
H -2.61 1.35 -0.77 -0.004
H 1.02 3.11 -1.74 -0.004
H 2.24 1.19 -1.62 -0.160
H 1.96 -0.94 -2.68 0.019
H 2.12 1.52 -3.32 0.008
H -2.22 -1.35 -3.09 -0.011
H 0.04 -2.01 -3.18 -0.005
P -0.49 1.76 -5.18 0.000
C -0.36 3.51 -5.71 -0.002
C -1.67 1.18 -6.48 0.006
P 1.54 -0.53 -5.16 0.315
C 1.11 1.15 -5.83 0.033
C 0.85 -1.63 -6.45 0.061
C 3.30 -0.51 -5.64 0.039
H 0.53 3.97 -5.26 -0.001
H -1.26 4.06 -5.39 0.000
H -0.28 3.54 -6.81 0.000
H -1.37 1.63 -7.44 -0.001
H -2.67 1.54 -6.21 0.002
H -1.69 0.09 -6.56 -0.003
H 3.40 -0.14 -6.67 0.011
H 3.69 -1.54 -5.57 -0.002
H 3.88 0.13 -4.96 -0.001
H 1.90 1.87 -5.56 0.007
H 1.06 1.10 -6.94 0.010
H 1.45 -2.55 -6.46 -0.002
H 0.90 -1.15 -7.44 0.011
H -0.19 -1.90 -6.22 0.001
C 4.62 4.55 -0.95 0.030
C 3.88 3.44 -0.21 0.065
C 4.47 2.08 -0.56 0.069
C 3.84 3.64 1.30 -0.032
C 4.51 4.65 1.97 0.241
C 4.51 4.70 3.37 0.161
C 3.86 3.73 4.12 0.365
C 3.16 2.70 3.52 -0.042
C 2.50 1.60 4.36 -0.002
C 3.56 0.69 5.00 0.062
C 1.58 2.19 5.43 0.047
C 3.02 2.70 2.07 0.483
O 2.20 1.95 1.46 0.477
H 5.69 4.55 -0.70 -0.006
H 4.19 5.53 -0.71 -0.003
H 4.52 4.39 -2.03 0.000
H 2.83 3.45 -0.55 0.053
H 5.48 1.99 -0.15 -0.002
H 3.86 1.27 -0.13 -0.018
H 4.52 1.94 -1.65 0.005
H 5.06 5.39 1.39 0.001
H 5.05 5.50 3.87 0.011
H 3.90 3.76 5.21 0.005
H 1.90 0.99 3.67 0.018
H 4.18 1.25 5.72 0.000
H 3.07 -0.13 5.54 0.004
H 4.21 0.26 4.23 -0.009
H 0.82 2.83 4.96 -0.006
H 1.06 1.39 5.97 0.009
H 2.15 2.79 6.15 -0.001
```

Output
LUMO (spin up / spin down) ... -5.832 / -10.204 eV
Charge ... +2
Frontier orbital gap (spin up / spin down) ... 5.10 / 1.90 eV
⟨S²⟩ ... 6.0349
E_HOMO (spin up / spin down) ... -10.93 / -12.10 eV
2S+1 ... 5
Energy above the lowest of the compared OMol25 structures with the same formula, charge and spin ... 3.3505 eV

No. 4
The following is a DFT calculation (wB97M-V/def2-TZVPD) of C35H59BCl3HgIN9O3 as an isolated structure.

The geometry in XYZ format:
```
112
Properties=species:S:1:pos:R:3:mulliken_spin:R:1
Hg -0.61 0.21 -0.30 0.018
C 2.39 -4.04 -1.83 0.000
C 1.08 -3.34 -1.77 0.000
C -0.18 -3.87 -1.93 0.000
C -1.08 -2.80 -1.77 0.000
N -0.38 -1.70 -1.49 0.000
N 0.94 -2.03 -1.51 0.000
B 2.09 -0.99 -1.57 0.002
N 2.58 -0.65 -0.14 -0.003
N 2.13 -1.34 0.93 -0.003
C 3.00 -1.13 1.91 0.008
C 4.04 -0.29 1.46 -0.001
C 3.74 -0.02 0.15 0.002
C 4.53 0.78 -0.84 0.001
C 2.93 -1.79 3.26 -0.011
C 2.92 -0.72 4.36 0.005
C 4.19 -2.67 3.44 0.000
C 1.70 -2.69 3.36 0.000
N 1.64 0.25 -2.40 0.000
N 0.50 0.97 -2.17 -0.002
C 0.35 1.81 -3.20 0.000
C 1.43 1.65 -4.08 0.000
C 2.21 0.65 -3.55 0.000
C 3.43 0.06 -4.19 0.000
C -0.85 2.69 -3.47 0.000
C -1.00 3.78 -2.40 0.000
C -0.69 3.38 -4.83 0.000
C -2.10 1.81 -3.53 0.000
C -2.55 -2.88 -2.08 0.000
C -3.27 -1.54 -1.90 0.000
C -3.23 -3.95 -1.21 0.000
C -2.67 -3.29 -3.56 0.000
H 2.23 -5.11 -1.81 0.000
H 3.03 -3.75 -0.99 0.000
H 2.93 -3.80 -2.76 0.000
H -0.42 -4.90 -2.16 0.000
H 3.01 -1.47 -2.18 0.000
H 4.90 0.07 2.01 0.000
H 5.31 1.33 -0.31 0.000
H 3.90 1.49 -1.38 0.000
H 5.01 0.12 -1.57 0.000
H 3.85 -0.16 4.36 0.000
H 2.79 -1.19 5.34 0.001
H 2.10 -0.02 4.20 -0.001
H 5.10 -2.07 3.42 0.000
H 4.25 -3.41 2.64 0.000
H 4.14 -3.19 4.39 0.000
H 0.80 -2.12 3.15 0.000
H 1.63 -3.12 4.36 0.002
H 1.77 -3.50 2.64 0.000
H 1.62 2.17 -5.00 0.000
H 3.58 0.55 -5.14 0.000
H 3.30 -1.01 -4.36 0.000
H 4.32 0.20 -3.58 0.000
H -0.17 4.49 -2.46 0.000
H -1.00 3.34 -1.41 0.000
H -1.93 4.33 -2.57 0.000
H 0.20 4.01 -4.87 0.000
H -1.56 4.01 -5.02 0.000
H -0.63 2.64 -5.64 0.000
H -2.31 1.37 -2.57 0.000
H -1.97 1.01 -4.27 0.000
H -2.97 2.41 -3.83 0.000
H -3.10 -1.13 -0.91 0.001
H -4.35 -1.69 -2.03 0.000
H -2.94 -0.82 -2.65 0.000
H -3.30 -3.60 -0.18 0.000
H -2.67 -4.89 -1.23 0.000
H -4.24 -4.14 -1.58 0.000
H -2.11 -2.61 -4.20 0.000
H -3.72 -3.27 -3.87 0.000
H -2.29 -4.30 -3.73 0.000
C 2.18 2.87 1.25 0.001
N 1.19 3.71 1.91 0.000
C 1.70 4.50 3.00 0.000
C -0.10 3.68 1.51 -0.003
C -1.08 4.59 2.20 -0.005
O -0.46 2.93 0.60 0.002
H 2.99 3.49 0.86 0.000
H 1.71 2.34 0.43 0.000
H 2.59 2.14 1.95 -0.001
H 2.26 3.86 3.69 0.000
H 0.90 4.98 3.56 0.000
H 2.39 5.27 2.63 0.000
H -1.31 4.21 3.20 0.001
H -2.00 4.58 1.64 0.001
H -0.71 5.62 2.28 0.000
N -3.76 3.14 -0.02 -0.001
C -3.65 1.83 0.18 -0.002
O -2.77 1.16 -0.36 0.011
C -4.62 1.15 1.11 -0.001
I -6.59 1.97 1.15 0.000
H -3.04 3.60 -0.56 0.000
H -4.49 3.68 0.41 0.000
H -4.23 1.23 2.13 -0.001
H -4.70 0.10 0.84 -0.002
C -1.48 -3.22 2.15 0.001
C -2.61 -2.22 2.12 -0.004
C -3.67 -2.35 3.19 -0.001
O -2.68 -1.35 1.27 0.004
H -1.13 -3.37 3.17 0.000
H -0.66 -2.90 1.50 0.000
H -1.87 -4.18 1.79 0.000
H -3.60 -3.29 3.72 0.000
H -4.66 -2.23 2.75 0.000
H -3.53 -1.53 3.90 0.000
Cl 0.00 2.25 4.96 0.034
C -0.79 0.88 4.26 0.426
Cl -3.12 1.76 4.17 0.332
Cl -0.97 -0.48 5.31 0.037
C -0.54 0.61 2.93 0.021
N -0.40 0.39 1.80 0.133
```

Output
LUMO (spin up / spin down) ... 0.506 / -0.834 eV
Charge ... 0
Frontier orbital gap (spin up / spin down) ... 7.91 / 7.72 eV
⟨S²⟩ ... 0.7568
E_HOMO (spin up / spin down) ... -7.40 / -8.55 eV
2S+1 ... 2
Energy above the lowest of the compared OMol25 structures with the same formula, charge and spin ... 0.0000 eV